1.
Molecular formula: C6H11N
Method: DFT, ωB97M-V with the def2-TZVPD basis set

Values from the calculation:
Structure (SMILES): C/C=C/C/C=C/N
Net charge: 0
Calculated total energy (eV): -7887.6563
Spin multiplicity: 1
HOMO-LUMO gap (eV): 9.02
LUMO level (eV): 1.139
Energy above the lowest of the compared OMol25 structures with the same formula, charge and spin (kJ/mol): 277.4

Each line ends with the Löwdin charge.
CARTESIAN COORDINATES (ANGSTROEM)
1 C 0.072 -0.047 -2.749  -0.104
2 C 0.791 0.217 -1.415  -0.159
3 C 1.081 -0.850 -0.622  -0.159
4 C 0.885 -1.027 0.826  -0.216
5 C -0.447 -0.433 1.386  -0.123
6 C -0.483 0.826 1.787  -0.226
7 N -1.612 1.394 2.428  0.026
8 H 0.789 -0.076 -3.590  0.069
9 H -0.717 0.665 -2.962  0.065
10 H -0.311 -1.055 -2.643  0.058
11 H 1.221 1.195 -1.181  0.097
12 H 1.433 -1.717 -1.207  0.107
13 H 1.718 -0.560 1.380  0.110
14 H 0.755 -2.082 1.092  0.101
15 H -1.307 -1.070 1.261  0.097
16 H 0.383 1.478 1.681  0.116
17 H -1.846 2.354 2.247  0.068
18 H -2.405 0.788 2.279  0.072

2.
Molecular formula: C6H11N
Method: DFT, ωB97M-V with the def2-TZVPD basis set

Values from the calculation:
Structure (SMILES): C/C=C(N)/C=C/C
Net charge: 0
Calculated total energy (eV): -7888.0602
Spin multiplicity: 1
HOMO-LUMO gap (eV): 8.80
LUMO level (eV): 1.095
Energy above the lowest of the compared OMol25 structures with the same formula, charge and spin (kJ/mol): 238.4

Each line ends with the Löwdin charge.
CARTESIAN COORDINATES (ANGSTROEM)
1 C 1.773 -1.947 1.072  -0.167
2 C 0.794 -1.528 0.166  -0.167
3 C -0.027 -0.469 0.502  -0.353
4 N -0.119 0.129 1.809  0.097
5 C -0.885 0.143 -0.454  -0.075
6 C -0.499 1.372 -0.897  -0.099
7 C -1.300 2.064 -1.910  -0.108
8 H 2.374 -1.069 1.426  0.102
9 H 2.593 -2.480 0.622  0.064
10 H 1.274 -2.637 1.796  0.100
11 H 0.826 -1.921 -0.819  0.095
12 H -1.087 0.377 2.059  0.096
13 H 0.268 -0.449 2.546  0.066
14 H -1.735 -0.228 -0.711  0.057
15 H 0.319 1.925 -0.528  0.099
16 H -1.607 1.389 -2.706  0.086
17 H -0.831 2.789 -2.477  0.044
18 H -2.132 2.539 -1.494  0.062

3.
Molecular formula: C6H11N
Method: DFT, ωB97M-V with the def2-TZVPD basis set

Values from the calculation:
Structure (SMILES): [H]/N=C1\[C@H](C)[C@H]1CC
Net charge: 0
Calculated total energy (eV): -7888.7098
Spin multiplicity: 1
HOMO-LUMO gap (eV): 10.30
LUMO level (eV): 1.068
Energy above the lowest of the compared OMol25 structures with the same formula, charge and spin (kJ/mol): 175.8

Each line ends with the Löwdin charge.
CARTESIAN COORDINATES (ANGSTROEM)
1 H -1.217 1.577 -2.118  0.058
2 N -0.344 1.808 -1.642  0.159
3 C -0.384 0.916 -0.755  -0.342
4 C -1.213 -0.200 -0.294  -0.245
5 C -2.494 0.026 0.478  -0.066
6 C 0.146 0.145 0.355  -0.205
7 C 1.283 -0.819 0.126  -0.234
8 C 2.641 -0.173 0.352  -0.104
9 H -1.193 -1.090 -0.923  0.141
10 H -3.376 -0.221 -0.122  0.073
11 H -2.594 1.069 0.795  0.082
12 H -2.508 -0.602 1.377  0.076
13 H 0.069 0.583 1.349  0.152
14 H 1.134 -1.677 0.791  0.114
15 H 1.211 -1.201 -0.901  0.118
16 H 2.698 0.266 1.354  0.075
17 H 3.444 -0.907 0.253  0.070
18 H 2.808 0.626 -0.377  0.079

4.
Molecular formula: C6H11N
Method: DFT, ωB97M-V with the def2-TZVPD basis set

Values from the calculation:
Structure (SMILES): C/C=C/C=C/NC
Net charge: 0
Calculated total energy (eV): -7888.3818
Spin multiplicity: 1
HOMO-LUMO gap (eV): 10.05
LUMO level (eV): 1.237
Energy above the lowest of the compared OMol25 structures with the same formula, charge and spin (kJ/mol): 207.4

Each line ends with the Löwdin charge.
CARTESIAN COORDINATES (ANGSTROEM)
1 C -0.169 0.231 3.709  -0.099
2 C 0.178 0.562 2.287  -0.172
3 C -0.238 -0.107 1.216  -0.142
4 C -0.228 0.414 -0.174  -0.098
5 C 0.423 -0.241 -1.131  -0.189
6 N 0.468 0.196 -2.486  -0.132
7 C -0.203 -0.617 -3.487  -0.137
8 H -0.796 -0.650 3.792  0.072
9 H 0.799 0.039 4.189  0.072
10 H -0.562 1.117 4.198  0.070
11 H 0.596 1.518 2.061  0.097
12 H -0.986 -0.892 1.336  0.107
13 H -0.457 1.439 -0.466  0.113
14 H 0.977 -1.149 -0.889  0.113
15 H 1.427 0.391 -2.743  0.104
16 H -0.220 0.011 -4.380  0.071
17 H -1.259 -0.697 -3.240  0.078
18 H 0.250 -1.565 -3.791  0.071

5.
Molecular formula: C6H11N
Method: DFT, ωB97M-V with the def2-TZVPD basis set

Values from the calculation:
Structure (SMILES): C=CNC/C=C/C
Net charge: 0
Calculated total energy (eV): -7888.4088
Spin multiplicity: 1
HOMO-LUMO gap (eV): 9.17
LUMO level (eV): 1.096
Energy above the lowest of the compared OMol25 structures with the same formula, charge and spin (kJ/mol): 204.8

Each line ends with the Löwdin charge.
CARTESIAN COORDINATES (ANGSTROEM)
1 C -3.072 -1.016 1.069  -0.013
2 C -1.938 -1.356 0.437  -0.267
3 N -0.899 -0.646 -0.126  -0.056
4 C 0.461 -1.130 0.131  -0.232
5 C 1.497 -0.021 0.086  -0.101
6 C 1.371 0.894 -0.873  -0.169
7 C 1.942 2.328 -0.922  -0.079
8 H -3.519 -0.033 1.105  0.041
9 H -3.523 -1.867 1.558  0.035
10 H -1.769 -2.428 0.314  0.108
11 H -0.894 0.344 0.091  0.114
12 H 0.504 -1.703 1.052  0.102
13 H 0.706 -1.921 -0.598  0.116
14 H 2.158 0.061 0.943  0.102
15 H 0.657 0.702 -1.667  0.100
16 H 2.544 2.290 -0.009  0.064
17 H 2.668 2.493 -1.712  0.065
18 H 1.105 3.007 -0.879  0.069

6.
Molecular formula: C6H11N
Method: DFT, ωB97M-V with the def2-TZVPD basis set

Values from the calculation:
Structure (SMILES): C=NC(=C)CCC
Net charge: 0
Calculated total energy (eV): -7888.2534
Spin multiplicity: 1
HOMO-LUMO gap (eV): 9.20
LUMO level (eV): 0.330
Energy above the lowest of the compared OMol25 structures with the same formula, charge and spin (kJ/mol): 219.8

Each line ends with the Löwdin charge.
CARTESIAN COORDINATES (ANGSTROEM)
1 C -2.773 0.113 -0.581  -0.021
2 N -1.597 -0.230 -0.886  0.025
3 C -0.447 0.563 -0.745  -0.392
4 C -0.401 1.830 -0.305  0.063
5 C 0.793 -0.249 -0.950  -0.195
6 C 1.100 -1.295 0.168  -0.232
7 C 1.540 -0.541 1.498  -0.097
8 H -3.489 -0.595 -0.161  0.077
9 H -3.038 1.172 -0.574  0.068
10 H -1.303 2.397 -0.104  0.050
11 H 0.517 2.335 -0.048  0.061
12 H 1.759 0.266 -1.044  0.113
13 H 0.577 -0.800 -1.887  0.113
14 H 1.742 -2.156 -0.049  0.099
15 H 0.082 -1.684 0.418  0.091
16 H 2.636 -0.462 1.504  0.063
17 H 1.180 0.497 1.453  0.051
18 H 1.122 -1.161 2.294  0.064

7.
Molecular formula: C6H11N
Method: DFT, ωB97M-V with the def2-TZVPD basis set

Values from the calculation:
Structure (SMILES): CCC(C#N)CC
Net charge: 0
Calculated total energy (eV): -7890.4725
Spin multiplicity: 1
HOMO-LUMO gap (eV): 12.36
LUMO level (eV): 0.970
Energy above the lowest of the compared OMol25 structures with the same formula, charge and spin (kJ/mol): 5.7

Each line ends with the Löwdin charge.
CARTESIAN COORDINATES (ANGSTROEM)
1 C 1.295 -2.203 -0.039  -0.105
2 C 0.636 -1.029 -0.764  -0.227
3 C 0.142 0.086 0.181  -0.338
4 C -0.662 -0.548 1.240  -0.211
5 N -1.244 -1.160 2.032  0.163
6 C -0.637 1.190 -0.554  -0.234
7 C -1.043 2.358 0.340  -0.105
8 H 1.507 -3.016 -0.741  0.074
9 H 0.642 -2.600 0.745  0.062
10 H 2.240 -1.901 0.430  0.079
11 H 1.339 -0.577 -1.475  0.115
12 H -0.226 -1.384 -1.344  0.119
13 H 1.007 0.544 0.678  0.151
14 H 0.000 1.552 -1.371  0.114
15 H -1.525 0.750 -1.025  0.119
16 H -0.166 2.837 0.792  0.077
17 H -1.580 3.123 -0.232  0.073
18 H -1.700 2.024 1.151  0.074

8.
Molecular formula: C6H11N
Method: DFT, ωB97M-V with the def2-TZVPD basis set

Values from the calculation:
Net charge: 0
Calculated total energy (eV): -7888.0575
Spin multiplicity: 1
HOMO-LUMO gap (eV): 10.29
LUMO level (eV): 1.003
Energy above the lowest of the compared OMol25 structures with the same formula, charge and spin (kJ/mol): 238.7

Each line ends with the Löwdin charge.
CARTESIAN COORDINATES (ANGSTROEM)
1 C -0.999 0.881 -1.489  -0.083
2 C -0.557 0.363 -0.115  -0.380
3 C -1.135 -1.047 0.181  -0.094
4 C 1.014 0.375 -0.009  -0.339
5 C 1.528 0.513 1.428  -0.065
6 C 1.408 -0.951 -0.516  -0.158
7 N 0.911 -2.005 -0.606  0.122
8 H -0.588 1.875 -1.711  0.076
9 H -2.091 0.954 -1.558  0.077
10 H -0.658 0.194 -2.271  0.084
11 H -0.877 1.100 0.651  0.140
12 H -0.468 -2.109 -0.362  0.116
13 H -2.108 -1.176 -0.282  0.055
14 H -1.198 -1.215 1.267  0.067
15 H 1.427 1.183 -0.620  0.132
16 H 2.616 0.405 1.457  0.081
17 H 1.265 1.494 1.834  0.082
18 H 1.094 -0.259 2.071  0.086